1.
Entry from the Open Molecules 2025 dataset: a 2-piece molecular cluster, C2H9N5O overall (the ωB97M-V functional and the def2-TZVPD basis).

Element x y z (Å)
C 0.348 -0.843 1.326
C -1.153 0.523 -1.081
N -1.481 -0.572 -1.320
N -0.918 1.781 -1.153
N 0.370 0.212 0.554
N -1.762 -1.836 -1.455
N 1.641 0.916 0.669
O 1.239 -1.325 2.158
H -0.362 -1.657 1.316
H -0.632 2.179 -2.091
H -1.580 2.294 -0.528
H 1.623 1.547 1.465
H -0.955 -2.465 -1.530
H -2.739 -2.041 -1.611
H 1.680 1.573 -0.019
H 2.546 0.511 0.905
H 2.134 -0.797 2.395

Energy relative to the best compared isomer or geometry (same formula, charge and spin) (kJ/mol): 416.0
Charge: +2
Frontier orbital gap (eV): 10.238
HOMO (eV): -17.8

***

2.
Entry from the Open Molecules 2025 dataset: a 14-piece molecular cluster, C4H34O15S overall (the ωB97M-V functional and the def2-TZVPD basis).

Element x y z (Å)
O 0.434 -0.747 2.413
C 0.439 0.160 1.632
O 1.239 1.256 1.863
C -0.085 0.166 0.215
C 0.786 -0.759 -0.676
C 0.090 -0.949 -2.025
S 1.229 -0.531 -3.416
H 1.362 1.405 2.786
H -1.119 -0.227 0.284
H -0.166 1.272 -0.123
H 0.996 -1.741 -0.094
H 1.854 -0.233 -0.677
H 0.005 -2.057 -2.305
H -0.801 -0.466 -2.395
H 2.379 -0.572 -2.875
H 3.762 -2.340 2.053
H 3.605 -2.546 0.466
O 3.787 -2.939 1.269
H -1.857 0.878 2.311
H -2.602 2.188 2.073
O -1.735 1.808 2.095
H 2.112 1.606 -1.083
H 2.965 1.723 -2.210
O 2.745 1.132 -1.540
H -1.123 1.631 -3.558
H -0.561 2.618 -2.703
O -1.225 2.043 -2.766
H 0.588 4.659 -1.566
H 0.281 3.594 -0.476
O 0.488 3.669 -1.473
H -2.419 1.273 -1.709
H -2.752 -0.270 -1.236
O -2.927 0.632 -1.168
H -1.477 -1.151 2.631
H -2.513 -1.064 1.491
O -2.281 -0.704 2.394
H -0.589 -4.603 -1.433
H 0.019 -3.724 -0.352
O -0.765 -3.969 -0.804
H -3.120 -2.402 -0.513
H -1.744 -2.767 0.044
O -2.359 -1.983 -0.039
H 0.913 -3.229 1.820
H 2.203 -3.467 1.111
O 1.298 -3.364 0.906
H -0.527 3.008 1.479
H 0.301 4.245 1.719
O -0.183 3.825 1.074
H 3.109 -0.183 1.218
H 4.294 0.466 0.642
O 3.954 -0.299 1.082
H -3.874 1.877 0.246
H -4.199 0.595 0.809
O -4.234 1.559 1.087

Charge: 0
Frontier orbital gap (eV): 8.644
HOMO (eV): -8.4

***

3.
Entry from the Open Molecules 2025 dataset: C33H54CrIN2OP2SSb as an isolated structure (the ωB97M-V functional and the def2-TZVPD basis).

Element x y z (Å)
Cr -0.288 0.457 0.487
C 5.168 -0.454 2.869
C 4.467 0.317 1.756
C 4.955 -0.184 0.389
P 2.588 0.335 1.724
C 2.096 0.870 3.452
C 2.831 2.184 3.738
C 2.107 -0.063 4.661
C 2.292 -1.469 1.515
C 2.464 -2.454 2.484
C 2.196 -3.794 2.233
C 1.729 -4.151 0.975
C 1.571 -3.208 -0.023
C 1.852 -1.843 0.202
N 1.654 -0.830 -0.709
C 1.456 -0.977 -2.044
C 1.904 -2.047 -2.856
C 1.630 -2.084 -4.213
C 0.928 -1.056 -4.829
C 0.561 0.056 -4.068
C 0.831 0.136 -2.709
P 0.641 1.524 -1.507
C 2.424 2.097 -1.591
C 2.893 2.515 -2.984
C 2.877 3.111 -0.528
C -0.386 2.961 -2.168
C 0.145 4.306 -1.663
C -0.727 3.065 -3.651
H 6.254 -0.444 2.698
H 4.984 -0.020 3.854
H 4.846 -1.499 2.882
H 4.741 1.373 1.836
H 4.709 -1.243 0.260
H 4.486 0.361 -0.434
H 6.043 -0.072 0.304
H 1.052 1.131 3.288
H 3.904 2.028 3.910
H 2.705 2.887 2.908
H 2.415 2.652 4.639
H 3.098 -0.467 4.886
H 1.772 0.500 5.544
H 1.406 -0.886 4.519
H 2.799 -2.177 3.471
H 2.318 -4.536 3.016
H 1.457 -5.181 0.770
H 1.147 -3.514 -0.965
H 2.473 -2.845 -2.404
H 1.969 -2.931 -4.801
H 0.688 -1.100 -5.885
H 0.070 0.867 -4.574
H 2.898 1.147 -1.348
H 2.529 3.511 -3.251
H 3.990 2.555 -2.997
H 2.578 1.810 -3.754
H 2.743 4.141 -0.873
H 2.329 2.992 0.405
H 3.948 2.970 -0.324
H -1.323 2.787 -1.645
H 1.029 4.625 -2.222
H -0.630 5.068 -1.812
H 0.393 4.280 -0.601
H 0.166 3.104 -4.280
H -1.351 2.234 -3.981
H -1.295 3.988 -3.821
C -5.950 1.415 -3.512
C -5.144 1.884 -2.291
Sb -3.445 0.643 -1.585
C -4.613 -0.706 -0.369
C -6.100 -0.860 -0.693
C -3.253 -0.523 -3.403
C -4.152 -1.756 -3.539
H -6.715 2.145 -3.808
H -6.462 0.470 -3.313
H -5.308 1.254 -4.382
H -5.808 2.015 -1.427
H -4.702 2.869 -2.484
H -4.469 -0.344 0.649
H -4.093 -1.666 -0.424
H -6.621 0.102 -0.716
H -6.596 -1.478 0.065
H -6.256 -1.343 -1.660
H -2.200 -0.809 -3.417
H -3.415 0.168 -4.236
H -4.049 -2.422 -2.680
H -3.877 -2.341 -4.425
H -5.205 -1.479 -3.638
I -1.469 -0.725 2.626
C -1.944 2.840 1.678
C -0.559 2.330 1.287
O 0.348 3.146 1.466
H -1.936 3.933 1.772
H -2.216 2.383 2.633
H -2.692 2.519 0.949
S -1.959 -3.873 -1.182
C -1.531 -2.305 -0.948
N -1.284 -1.167 -0.825

Charge: -2
Spin multiplicity: 5
Frontier orbital gap (spin up / spin down) (eV): 5.791 / 5.860
HOMO (spin up / spin down) (eV): -1.3 / -1.4

***

4.
Entry from the Open Molecules 2025 dataset: C49H42NOP2Sc as an isolated structure (the ωB97M-V functional and the def2-TZVPD basis).

Element x y z (Å)
Sc -0.127 -0.311 0.283
P -2.375 0.440 -0.771
C 0.032 1.499 1.420
O -0.010 2.338 2.211
P 2.393 -0.752 0.363
C -3.204 1.545 0.388
C -3.337 -1.088 -0.818
C -2.368 1.198 -2.394
C 3.522 0.179 -0.668
C 2.892 -0.499 2.086
C 2.538 -2.533 0.058
C -3.649 2.796 -0.052
C -4.344 3.592 0.850
C -4.552 3.168 2.165
C -4.053 1.939 2.612
C -3.356 1.135 1.723
H -3.468 3.090 -1.087
H -4.726 4.543 0.494
H -5.106 3.800 2.854
H -4.210 1.593 3.634
H -2.931 0.180 2.041
C -1.545 2.315 -2.637
C -1.623 2.927 -3.880
C -2.486 2.414 -4.857
C -3.262 1.276 -4.610
C -3.197 0.638 -3.376
H -0.864 2.689 -1.864
H -1.022 3.814 -4.072
H -2.550 2.904 -5.827
H -3.927 0.865 -5.362
H -3.789 -0.253 -3.138
C -4.697 -0.960 -0.513
C -5.505 -2.082 -0.621
C -4.959 -3.309 -1.001
C -3.596 -3.431 -1.273
C -2.770 -2.321 -1.187
H -5.087 0.020 -0.219
H -6.562 -1.967 -0.407
H -5.604 -4.183 -1.063
H -3.163 -4.402 -1.510
H -1.692 -2.423 -1.345
C 2.754 -1.582 2.967
C 3.204 -1.452 4.267
C 3.684 -0.224 4.718
C 3.729 0.879 3.863
C 3.306 0.763 2.542
H 2.296 -2.515 2.618
H 3.081 -2.296 4.941
H 3.959 -0.122 5.766
H 4.107 1.831 4.223
H 3.350 1.607 1.848
C 3.165 1.428 -1.204
C 4.101 2.108 -1.961
C 5.363 1.547 -2.180
C 5.696 0.296 -1.656
C 4.770 -0.408 -0.901
H 2.179 1.870 -1.039
H 3.838 3.082 -2.363
H 6.099 2.087 -2.765
H 6.663 -0.165 -1.817
H 4.998 -1.391 -0.491
C 3.736 -3.114 0.494
C 3.969 -4.452 0.206
C 2.996 -5.204 -0.462
C 1.782 -4.629 -0.850
C 1.533 -3.292 -0.578
H 4.473 -2.511 1.037
H 4.916 -4.878 0.518
H 3.186 -6.252 -0.676
H 1.021 -5.209 -1.370
H 0.576 -2.858 -0.891
H 0.472 1.066 -1.080
H 0.023 -0.999 -1.433
C 0.644 -1.334 6.243
C 0.607 -0.111 5.571
C 0.267 -0.037 4.236
C -0.056 -1.225 3.555
C 0.042 -2.479 4.214
C 0.342 -2.513 5.560
N -0.680 -1.238 2.248
C -1.896 -1.990 2.347
C -2.187 -3.147 1.586
C -3.332 -3.885 1.885
C -4.184 -3.505 2.924
C -3.883 -2.386 3.702
C -2.779 -1.617 3.403
H 0.945 -1.381 7.294
H 0.910 0.796 6.067
H 0.275 0.908 3.712
H -0.284 -3.364 3.653
H 0.349 -3.481 6.037
H -1.506 -3.453 0.785
H -3.592 -4.748 1.278
H -5.089 -4.075 3.137
H -4.474 -2.081 4.548
H -2.433 -0.782 4.024

Charge: +2
Frontier orbital gap (spin up / spin down) (eV): 4.987 / 5.284
HOMO (spin up / spin down) (eV): -13.3 / -13.4

***

5.
Entry from the Open Molecules 2025 dataset: C34H91AsF6FeN8O10 as an isolated structure (the ωB97M-V functional and the def2-TZVPD basis).

Element x y z (Å)
Fe -2.259 -0.946 -3.849
C -5.926 0.477 -2.548
C -4.619 -0.127 -2.886
O -4.372 -0.568 -4.026
O -3.620 -0.128 -2.150
H -5.939 1.566 -2.486
H -6.408 0.074 -1.657
H -6.660 0.223 -3.312
As 0.300 0.177 -0.790
F 1.516 1.002 -1.812
F 0.997 -1.409 -1.050
F -0.959 -0.681 0.166
F -0.448 1.728 -0.429
F -0.642 -0.002 -2.268
F 1.394 0.364 0.705
C 4.758 -2.905 1.535
C 4.114 -2.133 2.732
C 4.977 -2.238 4.035
O 5.281 -3.566 4.438
C 4.199 -4.273 5.003
N 3.724 -0.790 2.312
H 4.938 -3.907 1.923
H 5.710 -2.421 1.316
H 4.211 -2.867 0.593
H 3.203 -2.707 2.903
H 4.498 -1.684 4.843
H 5.955 -1.772 3.917
H 4.576 -5.196 5.444
H 3.374 -4.491 4.324
H 3.723 -3.713 5.808
H 3.134 -0.806 1.493
H 3.370 -0.174 3.030
C -0.324 1.845 -6.806
C -0.743 0.516 -5.982
C 0.378 -0.189 -5.285
O -0.130 -1.224 -4.475
C 0.894 -2.137 -3.955
N -1.658 0.889 -4.908
H 0.015 2.644 -6.147
H -1.143 2.213 -7.425
H 0.435 1.596 -7.548
H -1.238 -0.229 -6.605
H 1.119 0.492 -4.866
H 0.922 -0.708 -6.075
H 1.345 -2.755 -4.733
H 0.385 -2.707 -3.179
H 1.687 -1.541 -3.505
H -1.093 1.666 -4.594
H -2.399 1.438 -5.319
C -0.233 5.032 -4.045
C 0.528 4.038 -3.148
C 0.460 4.509 -1.640
O 1.141 5.767 -1.556
C 1.598 6.031 -0.231
N -0.103 2.755 -3.366
H 0.271 5.968 -4.286
H -1.225 5.332 -3.708
H -0.437 4.571 -5.011
H 1.532 3.975 -3.568
H 1.035 3.803 -1.041
H -0.554 4.573 -1.245
H 1.600 7.114 -0.106
H 2.577 5.686 0.101
H 0.842 5.660 0.461
H -0.935 2.772 -2.794
H 0.532 2.119 -2.906
C 4.393 2.419 -0.389
C 5.113 2.409 0.902
C 6.673 2.559 0.919
O 7.480 1.512 0.321
C 7.391 0.313 1.095
N 4.551 3.595 1.628
H 3.350 2.212 -0.148
H 4.811 1.690 -1.084
H 4.538 3.414 -0.809
H 4.748 1.470 1.317
H 7.119 2.735 1.898
H 7.004 3.497 0.471
H 6.373 0.016 1.346
H 7.863 0.460 2.067
H 7.841 -0.563 0.628
H 3.543 3.621 1.564
H 4.839 4.449 1.172
C -1.106 -0.105 4.034
C 0.246 -0.721 4.474
C 0.482 -2.153 3.923
O -0.678 -2.941 4.174
C -0.477 -4.368 4.059
N 1.264 0.162 3.931
H -1.132 0.894 4.468
H -1.942 -0.595 4.535
H -1.216 -0.034 2.952
H 0.249 -0.668 5.562
H 1.306 -2.629 4.455
H 0.686 -2.103 2.854
H -0.142 -4.649 3.061
H -1.415 -4.913 4.165
H 0.290 -4.779 4.715
H 1.134 1.096 4.292
H 1.165 0.300 2.935
C -4.207 -2.650 2.696
C -4.695 -1.733 1.578
C -4.717 -0.230 1.948
O -5.589 -0.048 3.062
C -5.523 1.209 3.693
N -3.801 -1.848 0.383
H -3.142 -2.544 2.901
H -4.347 -3.696 2.423
H -4.752 -2.439 3.616
H -5.723 -2.014 1.351
H -5.050 0.281 1.045
H -3.700 0.005 2.263
H -6.405 1.367 4.313
H -5.732 1.947 2.919
H -4.661 1.494 4.298
H -4.044 -1.168 -0.323
H -2.926 -1.423 0.653
C -1.731 -5.636 -0.043
C -0.560 -4.663 -0.122
C 0.579 -5.115 -1.045
O 0.992 -6.462 -0.739
C 1.972 -7.021 -1.596
N -1.121 -3.466 -0.695
H -2.133 -5.864 -1.030
H -2.560 -5.224 0.533
H -1.425 -6.587 0.393
H -0.252 -4.462 0.904
H 1.385 -4.417 -0.821
H 0.334 -4.962 -2.096
H 2.217 -8.051 -1.334
H 2.831 -6.351 -1.574
H 1.619 -7.074 -2.626
H -0.462 -2.740 -0.454
H -1.958 -3.160 -0.221
C -3.779 4.792 -1.517
C -3.158 3.546 -0.988
C -4.076 2.708 -0.093
O -4.541 3.369 1.046
C -3.464 3.629 1.963
N -2.734 2.711 -2.115
H -4.055 5.459 -0.701
H -4.719 4.510 -1.991
H -3.193 5.316 -2.272
H -2.270 3.823 -0.420
H -3.604 1.760 0.164
H -4.963 2.363 -0.623
H -3.149 2.675 2.385
H -3.802 4.338 2.719
H -2.631 4.094 1.437
H -2.542 1.772 -1.798
H -3.557 2.662 -2.698

Energy relative to the best compared isomer or geometry (same formula, charge and spin) (kJ/mol): 471.8
Charge: 0
Spin multiplicity: 5
Frontier orbital gap (spin up / spin down) (eV): 7.380 / 6.740
HOMO (spin up / spin down) (eV): -8.1 / -8.1

***

6.
Entry from the Open Molecules 2025 dataset: C4H5NO2 as an isolated structure (the ωB97M-V functional and the def2-TZVPD basis).

Element x y z (Å)
N 0.974 -0.414 -1.788
C 0.177 -0.455 -0.631
C -0.804 0.654 -0.250
C -0.530 0.434 1.047
O -0.881 0.968 2.224
C 0.405 -0.725 0.795
O -0.259 -1.683 -0.093
H 1.774 -1.033 -1.730
H 1.283 0.536 -1.965
H -1.611 1.135 -0.790
H -1.318 1.813 2.045
H 1.251 -1.084 1.366

Energy relative to the best compared isomer or geometry (same formula, charge and spin) (kJ/mol): 356.8
Charge: 0
Frontier orbital gap (eV): 9.145
HOMO (eV): -8.5

***

7.
Entry from the Open Molecules 2025 dataset: one molecule with the formula C4H5NO (the ωB97M-V functional and the def2-TZVPD basis).

Element x y z (Å)
N 3.099 -0.350 0.845
C 2.099 -0.368 0.265
C 0.796 -0.445 -0.392
C -0.317 0.220 0.423
C -1.595 0.601 -0.184
O -1.433 -0.650 0.460
H 0.534 -1.509 -0.463
H 0.846 -0.067 -1.417
H -0.047 0.707 1.365
H -2.281 1.240 0.367
H -1.700 0.619 -1.269

Energy relative to the best compared isomer or geometry (same formula, charge and spin) (kJ/mol): 170.9
Charge: 0
Frontier orbital gap (eV): 11.719
SMILES: N#CC[C@H]1CO1
HOMO (eV): -10.9

***

8.
Entry from the Open Molecules 2025 dataset: C3H4CuO3 as an isolated structure (the ωB97M-V functional and the def2-TZVPD basis).

Element x y z (Å)
O 0.782 0.606 0.452
C 0.457 0.725 -0.887
O -0.259 -0.213 -1.368
O 0.858 1.721 -1.457
C 0.475 -0.565 1.118
H 1.197 -1.379 0.987
C -0.481 -0.582 2.090
H -1.043 0.331 2.311
H -0.551 -1.472 2.718
Cu -1.301 -1.431 -0.412
H -2.102 -1.502 1.146

Energy relative to the best compared isomer or geometry (same formula, charge and spin) (kJ/mol): 135.2
Charge: 0
Spin multiplicity: 2
Frontier orbital gap (spin up / spin down) (eV): 8.934 / 6.932
HOMO (spin up / spin down) (eV): -9.5 / -9.7

***

9.
Entry from the Open Molecules 2025 dataset: C5H8O as an isolated structure (the ωB97M-V functional and the def2-TZVPD basis).

Element x y z (Å)
C -0.606 0.590 1.357
C 0.407 -0.352 0.760
C 0.266 -1.030 -0.609
C -0.262 -0.036 -1.597
O 0.676 0.947 -1.253
C 1.316 0.026 -0.347
H -1.093 1.190 0.581
H -0.124 1.279 2.058
H -1.382 0.033 1.894
H 0.878 -1.034 1.467
H 0.371 -2.101 -0.739
H -1.640 0.333 -1.080
H -1.208 0.174 -2.123
H 2.401 -0.018 -0.370

Energy relative to the best compared isomer or geometry (same formula, charge and spin) (kJ/mol): 553.9
Charge: 0
Frontier orbital gap (eV): 9.133
HOMO (eV): -8.2